[1]
DFT (the ωB97M-V functional and the def2-TZVPD basis) results for a molecular structure, C4H15CdNO5.

Geometry as XYZ:
```
26
Properties=species:S:1:pos:R:3:mulliken_charge:R:1
Cd -0.9087 -0.9219 2.2194 0.94
O -2.5884 -0.6824 1.2256 -0.98
H -2.5639 -1.2293 0.4164 0.14
O -1.5425 -2.5396 3.2158 -0.89
H -1.9811 -3.3166 2.8177 0.08
O -1.0959 0.1388 3.9584 -0.98
H -1.7190 0.8914 3.9577 0.14
O 0.9548 -1.6213 2.3583 -0.68
H 1.8911 -1.8186 2.1610 -0.03
C 0.2497 -1.3376 -1.1019 -1.47
C 0.8690 -0.1362 -0.3739 0.25
C 1.2935 0.9844 -1.3550 -0.82
O 0.0510 1.4950 -1.9313 -0.32
C 0.3172 2.5672 -2.8478 -0.82
N -0.0973 0.3271 0.5988 -0.17
H 0.4614 -2.2237 -0.5035 0.35
H 0.8365 -1.5053 -2.0050 0.40
H -0.7989 -1.3848 -1.3958 0.24
H 1.7390 -0.4751 0.1884 0.32
H 1.9771 0.6121 -2.1180 0.42
H 1.7908 1.8271 -0.8747 0.43
H -0.6601 2.9615 -3.1265 0.26
H 0.8439 2.1559 -3.7089 0.28
H 0.7703 3.4203 -2.3428 0.31
H 0.5202 1.1110 0.7550 0.22
H -0.6097 0.7004 -0.1875 0.38
```

Its LUMO energy is 4.6 eV. As for the HOMO energy: 1.3 eV. As for the net charge: -2. For the energy above the lowest of the compared OMol25 structures with the same formula, charge and spin, the calculation gives 103.74 kcal/mol.


[2]
DFT (the ωB97M-V functional and the def2-TZVPD basis) results for a molecular structure, C3H3FI2O.

Geometry as XYZ:
```
10
Properties=species:S:1:pos:R:3:mulliken_charge:R:1
C 0.9595 -0.0098 -0.5880 0.13
C 1.1401 -1.2902 -0.2283 -0.66
C -1.1528 0.7934 0.7129 -0.19
O 0.3458 0.4941 -1.6613 -0.62
F -0.9330 1.7984 1.6233 -0.19
I -2.6813 -0.4168 1.4665 0.09
I -1.4685 1.5282 -1.2879 0.41
H 1.5394 0.6818 -0.0864 0.47
H 1.8431 -1.5635 0.4740 0.29
H 0.4077 -2.0157 -0.4249 0.27
```

Its LUMO energy (alpha / beta) is -1.7 / -1.6 eV. As for the HOMO energy (alpha / beta): -8.3 / -8.5 eV. For the energy above the lowest of the compared OMol25 structures with the same formula, charge and spin, the calculation gives 94.37 kcal/mol.


[3]
DFT (the ωB97M-V functional and the def2-TZVPD basis) results for a molecular structure, C25H38N6PTc.

Geometry as XYZ:
```
71
Properties=species:S:1:pos:R:3:lowdin_spin:R:1
Tc -0.1291 0.5624 0.6138 1.12
N 3.5767 -1.0380 1.4578 0.01
C 3.9655 -0.6551 0.2016 0.00
C 2.9176 0.0363 -0.3322 0.00
N 1.9079 0.0889 0.5925 0.01
C 2.3325 -0.5816 1.6677 0.01
C 1.3954 -0.6997 2.7548 0.01
N 0.1574 -0.2359 2.5312 0.00
C -0.5532 -0.4188 3.6911 0.00
C 0.2605 -1.0001 4.6149 0.00
N 1.4785 -1.1688 4.0063 0.01
H 4.1488 -1.5734 2.0941 0.00
H 4.9271 -0.9011 -0.2152 0.00
H 2.8406 0.4981 -1.3012 0.00
H -1.5828 -0.1253 3.7954 0.00
H 0.0706 -1.3041 5.6297 0.00
H 2.2863 -1.5762 4.4537 0.00
N -2.0462 0.4174 0.3956 0.02
C -3.1536 0.1622 0.1819 0.03
C -4.5271 -0.0884 -0.0547 0.00
C -5.4132 0.9858 -0.2099 0.01
C -6.8041 0.7496 -0.4169 0.00
C -7.3044 -0.5424 -0.4716 0.01
C -6.4317 -1.6082 -0.3354 0.00
C -5.0354 -1.3918 -0.1275 0.01
H -5.0209 1.9947 -0.1635 0.00
H -7.4811 1.5889 -0.5252 0.00
H -8.3617 -0.7150 -0.6176 0.00
H -6.8129 -2.6215 -0.3851 0.00
H -4.3585 -2.2314 -0.0266 0.00
C 0.2417 5.7242 -2.2000 0.00
C 0.5414 4.2699 -1.8401 0.00
C -0.1720 3.3009 -2.7881 0.00
C 2.0457 4.0151 -1.9181 0.00
P 0.0033 3.9183 -0.0385 -0.02
N 0.0051 2.2953 0.0695 -0.19
C -1.7798 4.5178 0.3443 -0.02
C -1.8264 6.0314 0.5435 0.00
C -2.6398 4.1174 -0.8585 0.00
C -2.3262 3.7976 1.5842 0.00
C 1.2770 4.5297 1.2650 0.00
C 0.6309 4.3197 2.6348 0.00
C 2.5409 3.6716 1.1958 0.00
C 1.6001 6.0063 1.0468 0.00
H 0.6424 5.9206 -3.1971 0.00
H 0.7192 6.4264 -1.5166 0.00
H -0.8245 5.9394 -2.2407 0.00
H 0.3406 3.3316 -3.7512 0.00
H -1.2063 3.5744 -2.9747 0.00
H -0.1371 2.2759 -2.4221 0.00
H 2.3465 4.0708 -2.9661 0.00
H 2.3123 3.0253 -1.5454 0.00
H 2.6179 4.7736 -1.3878 0.00
H -1.4123 6.5786 -0.3017 0.00
H -1.3194 6.3480 1.4531 0.00
H -2.8720 6.3335 0.6437 0.00
H -2.3878 4.6793 -1.7535 0.00
H -3.6821 4.3580 -0.6307 0.00
H -2.5623 3.0473 -1.0670 0.00
H -2.0625 4.2942 2.5124 0.00
H -1.9963 2.7627 1.6372 0.00
H -3.4190 3.8059 1.5328 0.00
H 0.3058 3.2862 2.7730 0.00
H -0.2032 4.9959 2.8018 0.00
H 1.3719 4.5474 3.4037 0.00
H 2.2966 2.6112 1.1478 0.00
H 3.1146 3.8441 2.1092 0.00
H 3.1894 3.9298 0.3648 0.00
H 0.7116 6.6345 1.0595 0.00
H 2.1438 6.1849 0.1201 0.00
H 2.2436 6.3445 1.8629 0.00
```

As for the multiplicity: 2. Its LUMO energy (alpha / beta) is -11.1 / -10.7 eV. As for the HOMO energy (alpha / beta): -16.8 / -16.8 eV. As for the net charge: +3. The expectation value of S² is 0.9055.


[4]
DFT (the ωB97M-V functional and the def2-TZVPD basis) results for a molecular structure, C30H52P2Pm.

Geometry as XYZ:
```
85
Properties=species:S:1:pos:R:3:lowdin_spin:R:1
Pm -1.3712 0.8549 -1.5787 4.09
C 0.0158 0.8409 0.7186 -0.01
C 0.9293 1.3431 -0.2592 -0.01
C -0.8391 2.8329 -0.1105 -0.01
C -1.0958 1.7476 0.7715 -0.01
C 0.4369 2.5796 -0.7663 -0.01
C 0.2391 -0.3616 1.5603 0.00
H 0.9781 -1.0369 1.1272 0.00
H -0.6941 -0.9299 1.5682 0.00
H 0.4850 -0.1544 2.6205 0.00
C -2.2687 1.5580 1.6415 0.00
H -1.9324 0.9788 2.4920 0.00
H -3.0652 0.9848 1.1624 0.00
H -2.6863 2.4986 1.9962 0.00
C -1.7511 3.9866 -0.3471 0.00
H -2.4482 4.0898 0.4862 0.00
H -2.3294 3.8407 -1.2751 0.00
H -1.1714 4.9159 -0.4281 0.00
C 1.3295 3.4904 -1.5643 0.00
H 2.2999 3.6400 -1.0436 0.00
H 0.8832 4.4765 -1.7899 0.00
H 1.5329 3.0421 -2.5454 0.00
C 2.1288 0.6764 -0.8351 0.00
H 3.1049 1.1493 -0.5942 0.00
H 1.9599 0.6795 -1.9388 0.00
H 2.2270 -0.3511 -0.4685 0.00
C 0.6535 -4.3772 -1.2229 0.00
C 1.8090 -4.3195 -0.5216 0.00
C 3.0641 -3.7029 -1.0855 0.00
C 3.2466 -4.3339 -2.4938 0.00
C 3.1842 -3.3503 -3.6153 0.00
C 2.4000 -2.2584 -3.5554 0.00
C 1.2354 -2.1999 -2.5789 0.00
C 0.2787 -3.4141 -2.3429 0.00
H 3.9376 -3.6664 -0.5013 0.00
H 2.4372 -5.0634 -2.6344 0.00
H 2.8663 -2.6483 -1.0844 0.00
H -0.0484 -3.9493 -3.2516 0.00
H -0.0999 -5.0829 -0.9948 0.00
H 1.8669 -4.7005 0.5002 0.00
H -0.6657 -2.9868 -1.9635 0.00
H 1.6569 -1.8867 -1.5974 0.00
H 2.6060 -1.2893 -4.0524 0.00
H 0.6124 -1.3252 -2.7827 0.00
H 4.0747 -5.0553 -2.5079 0.00
H 3.7063 -3.6325 -4.5679 0.00
P -1.0720 -0.9743 -5.0503 0.00
P -1.4920 2.0282 -4.3963 0.00
C -1.8523 -0.0135 -6.4832 0.00
C -2.2574 1.4163 -6.0830 0.00
H -2.7278 -0.5568 -6.8945 0.00
H -1.1007 -0.0009 -7.2937 0.00
H -2.0168 2.1298 -6.9016 0.00
H -3.3469 1.4181 -5.9284 0.00
C -1.7718 3.8230 -4.7684 0.00
H -1.0840 4.4176 -4.1638 0.00
H -2.7775 4.1377 -4.5000 0.00
H -1.6034 4.1146 -5.8079 0.00
C 0.2260 2.0985 -5.0663 0.00
H 0.2777 2.2640 -6.1476 0.00
H 0.7756 1.1873 -4.8313 0.00
H 0.7454 2.9229 -4.5787 0.00
C -2.5049 -2.0346 -4.5323 0.00
H -2.5854 -1.9899 -3.4404 0.00
H -2.3314 -3.0751 -4.8315 0.00
H -3.4351 -1.6606 -4.9746 0.00
C -0.1980 -2.2825 -6.1247 0.00
H -0.5968 -2.3265 -7.1517 0.00
H -0.3644 -3.2438 -5.6391 0.00
H 0.8755 -2.0956 -6.1426 0.00
C -2.3612 -4.2874 1.8243 0.00
C -3.1823 -2.9987 1.6522 0.00
C -4.6035 -3.3664 1.2191 0.00
C -3.2506 -2.3910 3.0681 0.00
C -2.6477 -1.9887 0.6913 0.00
C -2.2462 -1.2090 -0.1924 -0.02
H -2.8414 -4.9476 2.5543 0.00
H -1.3816 -4.0480 2.2426 0.00
H -2.2662 -4.8494 0.8985 0.00
H -4.9816 -4.1683 1.8667 0.00
H -5.2645 -2.4979 1.3277 0.00
H -4.6438 -3.7237 0.1831 0.00
H -2.2526 -2.0641 3.3805 0.00
H -3.9431 -1.5424 3.0706 0.00
H -3.6034 -3.1190 3.8197 0.00
```

As for the multiplicity: 5. Its LUMO energy (alpha / beta) is -3.4 / -3.3 eV. As for the HOMO energy (alpha / beta): -10.4 / -10.4 eV. As for the net charge: +1. For the energy above the lowest of the compared OMol25 structures with the same formula, charge and spin, the calculation gives 50.67 kcal/mol. The expectation value of S² is 6.0099.


[5]
DFT (the ωB97M-V functional and the def2-TZVPD basis) results for a molecular structure, C6H15F3MnNO2.

Geometry as XYZ:
```
28
Properties=species:S:1:pos:R:3:lowdin_spin:R:1
Mn -0.4576 -1.8274 0.3542 4.86
F -2.0764 -3.6730 -0.9681 0.03
F 1.5914 -3.7263 -0.0455 0.02
F -0.8706 -3.2675 2.8112 0.02
C 2.4905 0.0901 1.1279 0.00
O 1.0510 0.0978 1.1502 0.02
C 0.4554 0.8943 2.1353 0.00
C -0.7670 1.4080 1.3801 0.00
N -1.6166 0.4321 0.6711 0.02
C -1.9812 0.8550 -0.6664 0.00
C -0.8325 0.8613 -1.7874 0.00
O -0.0941 -0.2716 -1.5660 0.02
C 0.9047 -0.5874 -2.4788 0.00
H 2.7338 -0.4979 0.2429 0.00
H 2.9220 -0.3892 2.0067 0.00
H 3.0301 1.0131 0.9157 0.00
H 1.0784 1.7221 2.4740 0.00
H 0.2437 0.2435 2.9837 0.00
H -0.3491 2.1017 0.6505 0.00
H -1.3228 2.1128 1.9985 0.00
H -2.5197 0.5302 1.1126 0.00
H -2.6768 1.6919 -0.7279 0.00
H -2.6182 0.0302 -0.9860 0.00
H -0.2958 1.8046 -1.6869 0.00
H -1.3815 0.6566 -2.7065 0.00
H 1.7564 -1.2299 -2.2553 0.00
H 1.2933 0.2257 -3.0918 0.00
H 0.3092 -1.3011 -3.0480 0.00
```

As for the multiplicity: 6. Its LUMO energy (alpha / beta) is 2.2 / 2.2 eV. As for the HOMO energy (alpha / beta): -4.7 / -4.7 eV. As for the net charge: -1. For the energy above the lowest of the compared OMol25 structures with the same formula, charge and spin, the calculation gives 0.00 kcal/mol. The expectation value of S² is 8.7519.


[6]
DFT (the ωB97M-V functional and the def2-TZVPD basis) results for a gas-phase ion, C4H11N2OS (charge +1).

Geometry as XYZ:
```
19
Properties=species:S:1:pos:R:3:mulliken_charge:R:1
N 1.5087 -2.4018 1.2129 -0.54
C 1.1690 -0.9992 1.6017 -0.69
C 0.1203 -0.2766 0.8046 0.29
O -1.0889 -0.6483 1.1128 -0.28
N 0.3593 1.0059 0.3631 -0.01
C 0.3103 1.0158 -1.1107 -0.55
C -1.0814 0.6741 -1.7104 -0.65
S -2.5214 1.6434 -1.1991 -0.20
H 0.6533 -2.8648 0.9183 0.26
H 2.1393 -2.3422 0.4240 0.29
H 2.0740 -0.4399 1.3821 0.40
H 0.9680 -1.0554 2.6757 0.29
H -1.4865 0.1917 1.4269 0.44
H -0.4175 1.5035 0.8044 0.34
H 0.8012 0.0926 -1.4611 0.29
H 0.7857 1.8052 -1.6841 0.40
H -1.3369 -0.3146 -1.3179 0.27
H -1.0128 0.5784 -2.7946 0.49
H -1.9435 2.8321 -1.4488 0.17
```

Its SMILES is NC/C(O)=[NH+]\CCS. Its LUMO energy is -6.5 eV. As for the HOMO energy: -13.4 eV. As for the net charge: +1. For the energy above the lowest of the compared OMol25 structures with the same formula, charge and spin, the calculation gives 93.01 kcal/mol.


[7]
DFT (the ωB97M-V functional and the def2-TZVPD basis) results for 2 unconnected molecules or ions with the total composition C5H9NO2.

Geometry as XYZ:
```
17
Properties=species:S:1:pos:R:3:mulliken_charge:R:1
O -1.9605 0.2845 1.6985 -0.66
C -2.6416 0.2612 0.6237 0.14
O -2.5217 -0.5400 -0.3536 -0.61
C 0.2655 -0.0368 -0.8420 -0.61
C 1.6667 -0.3197 -1.4006 -0.14
C 2.6704 -0.7042 -0.5100 -0.22
C 2.6792 -0.5845 0.9122 -0.49
N 0.0765 1.3059 -0.2851 -0.46
H -3.3424 1.1564 0.5179 0.31
H -0.4745 -0.1825 -1.5662 0.45
H -0.4965 1.5024 0.5599 0.25
H 1.8619 -0.4037 -2.3973 0.47
H 3.4932 -1.1555 -0.9304 0.39
H 3.6789 -0.8732 1.2086 0.27
H 1.8464 -0.0857 1.4594 0.37
H 0.8531 1.9313 -0.3334 0.20
H 0.0612 -0.6825 0.0178 0.36
```

Its LUMO energy is -4.1 eV. As for the HOMO energy: -7.7 eV. For the energy above the lowest of the compared OMol25 structures with the same formula, charge and spin, the calculation gives 148.01 kcal/mol.


[8]
DFT (the ωB97M-V functional and the def2-TZVPD basis) results for C3H9N5 in the gas phase.

Geometry as XYZ:
```
17
Properties=species:S:1:pos:R:3:mulliken_charge:R:1
H -3.5754 -0.7880 0.3834 0.23
N -2.5788 -0.7959 0.1438 -0.70
C -2.1978 0.4443 -0.0898 0.01
N -0.9943 0.8448 -0.4246 -0.56
C 0.1348 0.2293 -0.1619 0.63
N 0.1866 -1.0223 0.2594 -0.17
C 1.3674 -1.6620 0.8072 -0.96
N 1.2928 0.9011 -0.4505 -0.07
N 1.2440 2.2033 -1.0050 -0.83
H -2.9981 1.2253 -0.1856 0.33
H -0.7012 -1.4803 0.5275 0.30
H 1.3911 -1.6151 1.9347 0.26
H 2.2574 -1.2124 0.3885 0.39
H 1.4880 -2.7588 0.5585 0.28
H 1.9124 0.8981 0.3807 0.26
H 0.2690 2.5157 -1.0778 0.34
H 1.5022 2.0729 -1.9886 0.25
```

Its SMILES is [H]/N=C/N=C(\NC)NN. Its LUMO energy is 0.8 eV. As for the HOMO energy: -8.6 eV. For the energy above the lowest of the compared OMol25 structures with the same formula, charge and spin, the calculation gives 42.96 kcal/mol.


F_max across the listed records, respectively: 4.84, 2.64, 6.34, 3.82, 3.61, 3.94, 5.71, 3.88 eV/A.